{"formula": "C30H52FINO13P2", "method": "ωB97M-V/def2-TZVPD", "elements": ["C", "C", "C", "O", "O", "C", "C", "N", "I", "C", "C", "C", "O", "C", "C", "C", "C", "C", "C", "C", "O", "O", "C", "F", "C", "C", "H", "H", "H", "H", "H", "H", "H", "H", "H", "H", "H", "H", "H", "H", "H", "H", "H", "H", "H", "H", "H", "H", "O", "P", "O", "C", "C", "O", "C", "C", "O", "C", "C", "H", "H", "H", "H", "H", "H", "H", "H", "H", "H", "H", "H", "H", "H", "H", "O", "P", "O", "C", "C", "O", "C", "C", "O", "C", "C", "H", "H", "H", "H", "H", "H", "H", "H", "H", "H", "H", "H", "H", "H", "H"], "xyz": [[4.54, -6.59, -0.78], [4.74, -5.72, -2.04], [3.70, -4.61, -2.01], [2.58, -4.82, -1.60], [4.15, -3.42, -2.43], [3.14, -2.56, -3.04], [2.49, -1.68, -1.94], [1.09, -1.43, -2.25], [0.95, -0.56, -4.14], [0.35, -0.68, -1.21], [-1.16, -0.71, -1.66], [-2.20, -1.03, -0.60], [-2.53, -0.32, 0.32], [-2.94, -2.35, -0.78], [-2.28, -3.56, -0.96], [-3.04, -4.71, -1.15], [-4.43, -4.66, -1.18], [-5.08, -3.44, -1.00], [-4.32, -2.30, -0.80], [0.41, -1.48, 0.15], [0.57, -2.72, 0.07], [0.32, -0.83, 1.20], [0.75, 0.80, -1.03], [-0.28, 1.40, -0.30], [2.05, 1.06, -0.26], [2.05, 2.49, 0.33], [5.35, -7.32, -0.67], [3.59, -7.12, -0.85], [4.47, -5.96, 0.10], [5.74, -5.29, -2.03], [4.56, -6.36, -2.90], [3.70, -1.97, -3.75], [2.40, -3.22, -3.49], [2.61, -2.24, -1.01], [3.11, -0.78, -1.91], [-1.28, -1.45, -2.45], [-1.43, 0.25, -2.11], [-1.20, -3.62, -0.96], [-2.55, -5.66, -1.28], [-5.02, -5.55, -1.36], [-6.16, -3.40, -1.04], [-4.85, -1.36, -0.69], [0.80, 1.36, -1.97], [2.29, 0.30, 0.48], [2.85, 1.06, -1.00], [1.37, 3.13, -0.23], [1.84, 2.50, 1.39], [3.04, 2.92, 0.15], [-9.08, -0.75, 3.56], [-9.12, -0.75, 2.08], [-8.84, 0.76, 1.58], [-7.69, 1.45, 2.09], [-6.39, 0.99, 1.44], [-10.73, -0.88, 1.78], [-11.63, -1.32, 2.79], [-12.30, -0.15, 3.47], [-8.69, -1.58, 0.81], [-9.17, -1.26, -0.52], [-8.19, -0.41, -1.29], [-7.63, 1.32, 3.18], [-7.85, 2.51, 1.90], [-6.30, -0.09, 1.44], [-5.53, 1.41, 1.96], [-6.35, 1.32, 0.40], [-11.12, -1.96, 3.51], [-12.38, -1.94, 2.29], [-11.59, 0.64, 3.71], [-12.79, -0.46, 4.40], [-13.07, 0.29, 2.82], [-10.15, -0.80, -0.49], [-9.28, -2.23, -1.01], [-8.27, 0.64, -1.02], [-8.39, -0.48, -2.36], [-7.16, -0.72, -1.10], [5.94, 3.94, 0.24], [7.16, 4.18, 1.05], [8.21, 4.82, -0.02], [7.86, 6.04, -0.69], [8.04, 7.25, 0.20], [7.62, 2.59, 1.06], [6.63, 1.57, 0.86], [6.58, 1.12, -0.59], [8.04, 4.41, 2.37], [9.42, 4.01, 2.46], [10.38, 5.15, 2.19], [6.84, 5.98, -1.05], [8.51, 6.11, -1.56], [7.56, 7.11, 1.17], [7.62, 8.14, -0.27], [9.10, 7.44, 0.39], [5.65, 1.93, 1.18], [6.89, 0.73, 1.50], [6.63, 1.95, -1.28], [5.66, 0.56, -0.78], [7.43, 0.47, -0.82], [9.63, 3.16, 1.82], [9.55, 3.68, 3.49], [10.51, 5.32, 1.12], [11.36, 4.92, 2.60], [10.02, 6.08, 2.63]], "orbital_gap_ha": 0.2234, "charge": -1, "homo_ev": -4.9, "lumo_energy_ev": 1.183, "spin_multiplicity": 1}

---

{"formula": "C30H52N2OS2SeSi3TeV", "method": "ωB97M-V/def2-TZVPD", "elements": ["V", "S", "C", "N", "C", "C", "N", "C", "C", "C", "C", "C", "C", "C", "C", "S", "C", "C", "C", "C", "C", "C", "C", "H", "H", "H", "H", "H", "H", "H", "H", "H", "H", "H", "H", "H", "H", "H", "H", "H", "H", "C", "Si", "C", "C", "C", "Te", "C", "Si", "C", "C", "C", "H", "H", "H", "H", "H", "H", "H", "H", "H", "H", "H", "H", "H", "H", "H", "H", "H", "H", "H", "H", "H", "H", "C", "O", "H", "H", "H", "C", "Si", "C", "C", "Se", "H", "H", "H", "H", "H", "H", "H", "H", "H"], "xyz": [[1.24, 0.32, 0.40], [3.51, 0.26, 0.70], [3.36, -1.07, -0.47], [4.19, -1.06, -1.54], [4.31, -2.26, -2.32], [2.97, -2.99, -2.47], [2.29, -3.11, -1.11], [1.23, -4.12, -1.00], [1.61, -5.42, -1.58], [0.52, -6.21, -2.01], [0.74, -7.53, -2.41], [2.04, -7.98, -2.58], [3.07, -7.30, -1.92], [2.85, -6.05, -1.37], [2.32, -2.04, -0.30], [1.13, -1.78, 0.88], [5.33, -0.05, -1.67], [5.05, 0.96, -2.71], [3.94, 1.83, -2.50], [3.78, 2.83, -3.42], [4.70, 3.12, -4.48], [5.74, 2.23, -4.64], [5.99, 1.26, -3.69], [5.04, -2.95, -1.83], [4.73, -2.06, -3.33], [3.06, -3.98, -2.91], [2.25, -2.44, -3.12], [0.25, -3.75, -1.43], [0.99, -4.33, 0.05], [-0.49, -5.82, -1.85], [-0.13, -8.12, -2.67], [2.28, -8.89, -3.14], [4.06, -7.78, -1.84], [3.60, -5.61, -0.74], [6.25, -0.57, -1.83], [5.33, 0.46, -0.69], [3.21, 1.71, -1.69], [2.89, 3.45, -3.31], [4.49, 3.96, -5.10], [6.39, 2.34, -5.53], [6.87, 0.62, -3.79], [-5.68, 3.99, 1.63], [-4.97, 3.19, 0.10], [-5.84, 1.57, -0.42], [-5.04, 4.34, -1.39], [-3.12, 2.76, 0.48], [-3.02, 0.63, 1.17], [-4.11, 0.77, 3.07], [-4.44, -0.96, 3.85], [-5.94, -1.07, 4.89], [-2.82, -1.27, 4.75], [-4.79, -2.16, 2.49], [-6.76, 3.76, 1.87], [-5.63, 5.14, 1.54], [-5.07, 3.71, 2.50], [-6.85, 1.82, -0.77], [-5.89, 0.79, 0.36], [-5.36, 1.12, -1.30], [-6.05, 4.36, -1.83], [-4.28, 4.12, -2.15], [-4.85, 5.37, -0.93], [-2.53, 3.31, 1.24], [-2.50, 2.70, -0.41], [-5.00, 1.32, 2.74], [-3.50, 1.49, 3.61], [-5.88, -0.59, 5.90], [-6.21, -2.12, 4.99], [-6.74, -0.52, 4.31], [-2.97, -1.40, 5.87], [-2.14, -0.40, 4.64], [-2.30, -2.14, 4.33], [-5.53, -1.70, 1.82], [-5.26, -3.06, 2.91], [-3.91, -2.46, 1.92], [-0.16, 1.62, -1.90], [0.97, 0.82, -1.47], [0.11, 2.69, -1.84], [-1.01, 1.45, -1.19], [-0.48, 1.31, -2.90], [2.20, 3.26, 0.55], [1.45, 3.10, 2.23], [0.29, 4.37, 2.90], [2.67, 2.55, 3.51], [-0.04, 1.25, 2.05], [2.13, 4.30, 0.27], [1.64, 2.63, -0.21], [3.28, 2.96, 0.62], [0.87, 5.24, 3.18], [-0.14, 4.02, 3.86], [-0.55, 4.60, 2.24], [2.87, 3.36, 4.21], [3.61, 2.28, 3.00], [2.31, 1.69, 4.07]], "orbital_gap_ha": [0.2322, 0.2049], "charge": 2, "homo_ev": [-13.1, -13.1], "lumo_energy_ev": [-6.766, -7.485], "spin_multiplicity": 2}

---

{"formula": "C30H52N4OSiTi", "method": "ωB97M-V/def2-TZVPD", "elements": ["Ti", "C", "C", "C", "C", "C", "C", "C", "C", "C", "C", "C", "C", "N", "C", "C", "C", "C", "C", "N", "C", "C", "C", "C", "H", "H", "H", "H", "H", "H", "H", "H", "H", "H", "H", "H", "H", "H", "H", "H", "H", "H", "H", "H", "H", "H", "H", "H", "H", "H", "H", "H", "H", "C", "C", "N", "C", "C", "C", "C", "N", "H", "H", "H", "H", "H", "H", "H", "H", "H", "H", "H", "H", "H", "H", "C", "Si", "C", "C", "O", "H", "H", "H", "H", "H", "H", "H", "H", "H"], "xyz": [[-0.45, -0.24, -0.09], [2.66, -2.26, -0.07], [1.51, -2.81, 0.78], [1.47, -4.34, 0.67], [1.62, -2.30, 2.20], [2.49, -2.94, 3.08], [2.68, -2.46, 4.36], [2.06, -1.30, 4.76], [1.20, -0.59, 3.91], [0.71, 0.75, 4.46], [-0.61, 0.69, 5.25], [0.73, 1.92, 3.49], [0.95, -1.16, 2.65], [-0.08, -0.57, 1.82], [-1.28, -0.39, 2.37], [-2.25, 0.34, 1.70], [-3.55, 0.73, 2.06], [-4.03, 1.52, 1.03], [-3.05, 1.58, 0.03], [-1.95, 0.89, 0.43], [-3.20, 2.23, -1.32], [-3.99, 1.28, -2.23], [-1.84, 2.52, -1.96], [-3.97, 3.55, -1.16], [2.54, -2.54, -1.12], [3.60, -2.67, 0.28], [2.74, -1.17, 0.00], [0.55, -2.47, 0.36], [2.43, -4.77, 0.94], [1.26, -4.64, -0.35], [0.71, -4.77, 1.33], [3.01, -3.84, 2.76], [3.34, -2.99, 5.04], [2.27, -0.89, 5.74], [1.47, 0.99, 5.20], [-1.48, 0.77, 4.60], [-0.66, 1.52, 5.95], [-0.69, -0.23, 5.83], [-0.14, 1.94, 2.81], [1.64, 1.92, 2.89], [0.70, 2.86, 4.05], [-1.48, -0.81, 3.35], [-4.04, 0.49, 2.99], [-4.99, 2.00, 0.99], [-3.46, 0.35, -2.40], [-4.15, 1.76, -3.20], [-4.97, 1.05, -1.81], [-1.27, 1.60, -2.13], [-1.25, 3.20, -1.34], [-1.99, 2.99, -2.93], [-4.99, 3.38, -0.83], [-4.02, 4.05, -2.13], [-3.49, 4.22, -0.45], [3.47, -0.02, -3.29], [2.53, 1.16, -3.50], [2.36, 2.01, -2.30], [3.13, 3.28, -2.28], [4.60, 3.06, -1.98], [1.62, 1.62, -1.29], [1.47, 2.48, -0.08], [0.98, 0.44, -1.29], [3.52, -0.60, -4.21], [3.13, -0.69, -2.49], [4.47, 0.31, -3.04], [1.54, 0.85, -3.84], [2.92, 1.82, -4.28], [2.67, 3.95, -1.57], [2.99, 3.72, -3.27], [4.74, 2.53, -1.04], [5.09, 4.03, -1.90], [5.10, 2.51, -2.78], [2.44, 2.66, 0.38], [0.84, 2.00, 0.67], [1.02, 3.44, -0.32], [1.18, -0.14, -2.10], [-1.51, -4.35, -1.54], [-2.15, -2.65, -1.85], [-1.80, -2.04, -3.56], [-3.91, -2.47, -1.28], [-1.23, -1.55, -0.85], [-2.23, -5.06, -1.95], [-1.41, -4.56, -0.48], [-0.55, -4.54, -2.03], [-2.43, -2.53, -4.30], [-0.77, -2.25, -3.83], [-1.98, -0.96, -3.66], [-4.58, -2.81, -2.07], [-4.18, -1.45, -1.03], [-4.08, -3.11, -0.41]], "orbital_gap_ha": 0.2497, "charge": 2, "homo_ev": -13.7, "lumo_energy_ev": -6.916, "spin_multiplicity": 1}